Entry 1:
This record from the OMol25 dataset describes one molecule with the formula C3H5NSSi at a distorted geometry. The level of theory is the ωB97M-V functional and the def2-TZVPD basis.

Calculated values
**E_HOMO (spin up / spin down)**: -8.22 / -8.21 eV
**Orbital gap (spin up / spin down)**: 7.6 / 7.6 eV

Last column: Löwdin charge in e.
Element x y z (Å)
C1 -1.0543 0.9062 -1.6171  -0.4395
C2 -1.9158 -0.0283 -1.0488  -0.4230
C3 0.2343 -0.3714 0.3533  -0.6240
N1 0.1769 1.0712 -1.4158  0.1560
Si1 1.7647 -0.4135 1.4690  0.5335
S1 -1.2711 -1.0119 0.2044  0.9410
H1 -1.4444 1.5114 -2.3395  0.0866
H2 -2.8906 -0.1560 -1.2382  -0.0044
H3 1.6124 -1.1602 2.9288  -0.0568
H4 2.2148 0.9879 1.9636  -0.0620
H5 2.5728 -1.3355 0.7403  -0.1075


Entry 2:
This record from the OMol25 dataset describes C3H5NdO3 as an isolated structure at a distorted geometry. The level of theory is the ωB97M-V functional and the def2-TZVPD basis.

Calculated values
**Multiplicity**: 5
**E_HOMO (spin up / spin down)**: -10.51 / -10.52 eV
**Charge**: +1
**Orbital gap (spin up / spin down)**: 5.0 / 5.1 eV

Last column: Löwdin charge in e.
Element x y z (Å)
H1 -0.1468 1.5564 -0.7767  0.1101
C1 0.2698 1.3388 0.2228  -0.3086
C2 1.3457 0.2986 0.3096  -0.1539
O1 0.9680 -0.8557 -0.5246  -0.0506
C3 -0.2653 -1.2193 -0.5747  -0.2777
O2 -0.3296 -2.2622 -1.3930  0.0566
Nd1 -2.9274 -0.0327 0.8093  1.6619
O3 -0.7150 0.7537 1.1392  -0.5220
H2 0.6400 2.2567 0.7070  0.1220
H3 0.1329 0.1070 1.6266  0.1851
H4 2.2491 0.6827 -0.1833  0.0951
H5 -1.2214 -2.6241 -1.3621  0.0820


Number 1: total energy -859.5279 Eh. Number 2: total energy -903.9778 Eh.